Density functional theory data (ωB97M-V/def2-TZVPD) for a molecular structure, C3H4N2O in a non-equilibrium geometry.

Cartesian coordinates (Å):
O (1.48355, 0.58738, 1.24734)
C (0.43433, 0.15400, 0.51640)
C (0.33092, -1.13072, -0.07075)
C (-0.72185, -0.82715, -1.03349)
N (-1.18342, 0.40075, -1.00643)
N (-0.47598, 1.03784, -0.05347)
H (2.24338, 0.18378, 0.79654)
H (-0.19229, -0.81856, 1.12688)
H (-1.04825, -1.48123, -1.83521)
H (-0.87038, 1.89390, 0.31218)

calculated total energy	-8199.3253	eV
LUMO level	0.4315	eV
ΔE to the lowest compared entry with this formula, charge and spin	105.16	kcal/mol